The following is a quantum chemistry calculation of 4 unconnected molecules or ions with the total composition C25H62BN3O6, from the OMol25 dataset.

The geometry in ORCA input format:
```
! wB97M-V def2-TZVPD RIJCOSX def2/J DEFGRID3
* xyz 0 1
C -0.1313 -1.5703 0.6509
O 0.3871 -1.2600 1.9270
C 1.7040 -1.7376 2.1790
C 2.6647 -0.5767 2.3377
N 2.7898 0.1484 1.0877
C 3.5699 1.3734 1.1385
C 3.0662 2.5017 2.0341
O 1.8259 3.0568 1.6270
C 0.6738 2.4340 2.1565
H -1.1799 -1.2817 0.6503
H 0.3786 -1.0353 -0.1573
H -0.0678 -2.6426 0.4348
H 2.0317 -2.3847 1.3590
H 1.6807 -2.3260 3.0997
H 3.6479 -0.9674 2.6227
H 2.3095 0.0407 3.1757
H 1.8693 0.3449 0.7187
H 3.6434 1.7648 0.1214
H 4.5904 1.1259 1.4532
H 3.7946 3.3147 1.9796
H 2.9980 2.1894 3.0837
H 0.8452 2.0801 3.1788
H 0.3382 1.5788 1.5626
H -0.1204 3.1801 2.1717
C -3.2160 -7.8318 4.1433
O -4.0338 -6.7452 4.5188
C -3.4545 -5.8745 5.4842
C -3.2769 -4.4869 4.9069
N -2.3217 -4.5079 3.8165
C -2.1217 -3.2410 3.1298
C -3.3224 -2.6048 2.4394
O -3.7743 -3.3161 1.2969
C -4.7535 -4.3058 1.5439
H -3.8071 -8.4649 3.4839
H -2.3109 -7.5107 3.6151
H -2.9057 -8.4199 5.0138
H -2.4867 -6.2684 5.8105
H -4.1215 -5.8278 6.3490
H -2.9009 -3.8276 5.6971
H -4.2697 -4.1095 4.6210
H -2.5867 -5.2248 3.1540
H -1.3377 -3.3821 2.3837
H -1.7309 -2.5128 3.8494
H -3.0156 -1.6177 2.0834
H -4.1590 -2.4567 3.1331
H -5.4627 -3.9777 2.3112
H -4.3250 -5.2573 1.8700
H -5.2934 -4.4687 0.6119
C -1.7266 0.8254 -1.3477
O -2.2883 -0.4391 -1.6160
C -3.5841 -0.6502 -1.0539
C -4.6065 -0.8566 -2.1488
N -4.7498 0.3438 -2.9500
C -5.6505 0.2379 -4.0859
C -5.3163 -0.7836 -5.1695
O -4.1358 -0.4845 -5.8947
C -2.9459 -1.0409 -5.3741
H -0.6829 0.7890 -1.6597
H -2.2326 1.6334 -1.8880
H -1.7626 1.0627 -0.2778
H -3.8667 0.2148 -0.4437
H -3.5464 -1.5360 -0.4165
H -5.5694 -1.0900 -1.6807
H -4.3089 -1.7435 -2.7271
H -3.8372 0.6521 -3.2587
H -5.7094 1.2203 -4.5598
H -6.6540 0.0062 -3.7096
H -6.1315 -0.7764 -5.8968
H -5.2471 -1.7983 -4.7585
H -3.1177 -2.0493 -4.9819
H -2.5085 -0.4421 -4.5702
H -2.2300 -1.0998 -6.1928
B 7.6143 2.4973 -2.1585
C 8.0315 3.9720 -2.4053
C 6.9707 5.0524 -2.6549
C 5.8370 5.0330 -1.6363
C 4.8946 6.2491 -1.7604
C 3.3614 6.0032 -1.7012
C 2.8877 4.6500 -1.1474
C 2.7787 3.5601 -2.2106
H 8.4726 1.6935 -1.9496
H 6.4815 2.1162 -2.1714
H 8.7628 3.9332 -3.2308
H 8.6731 4.2585 -1.5533
H 7.4375 6.0449 -2.6503
H 6.5628 4.9299 -3.6669
H 6.2625 4.9868 -0.6248
H 5.2740 4.1042 -1.7304
H 5.1462 6.9562 -0.9639
H 5.1273 6.7750 -2.6916
H 2.9335 6.1165 -2.7047
H 2.9212 6.8043 -1.1019
H 1.9079 4.7847 -0.6809
H 3.5423 4.3422 -0.3227
H 3.6526 3.5234 -2.8653
H 1.9065 3.7381 -2.8478
H 2.6469 2.5691 -1.7663
*
```

- structure (SMILES) = COCCNCCOC.COCCNCCOC.COCCNCCOC.BCCCCCCC
- energy relative to the best compared isomer or geometry (same formula, charge and spin) (kcal/mol) = 0.0
- HOMO level (eV) = -8.56

Just the Löwdin charges please, in e? Sure, here they are: number 1, C, carries -0.111; number 2, O, carries -0.206; number 3, C, carries -0.208; number 4, C, carries -0.217; number 5, N, carries -0.046; number 6, C, carries -0.197; number 7, C, carries -0.219; number 8, O, carries -0.189; number 9, C, carries -0.098; number 10, H, carries 0.068; number 11, H, carries 0.083; number 12, H, carries 0.096; number 13, H, carries 0.124; number 14, H, carries 0.122; number 15, H, carries 0.125; number 16, H, carries 0.107; number 17, H, carries 0.079; number 18, H, carries 0.099; number 19, H, carries 0.121; number 20, H, carries 0.116; number 21, H, carries 0.111; number 22, H, carries 0.088; number 23, H, carries 0.065; number 24, H, carries 0.089; number 25, C, carries -0.119; number 26, O, carries -0.199; number 27, C, carries -0.217; number 28, C, carries -0.222; number 29, N, carries -0.048; number 30, C, carries -0.197; number 31, C, carries -0.216; number 32, O, carries -0.198; number 33, C, carries -0.097; number 34, H, carries 0.087; number 35, H, carries 0.084; number 36, H, carries 0.087; number 37, H, carries 0.121; number 38, H, carries 0.121; number 39, H, carries 0.126; number 40, H, carries 0.108; number 41, H, carries 0.086; number 42, H, carries 0.106; number 43, H, carries 0.123; number 44, H, carries 0.109; number 45, H, carries 0.112; number 46, H, carries 0.089; number 47, H, carries 0.074; number 48, H, carries 0.087; number 49, C, carries -0.124; number 50, O, carries -0.207; number 51, C, carries -0.206; number 52, C, carries -0.215; number 53, N, carries -0.053; number 54, C, carries -0.204; number 55, C, carries -0.226; number 56, O, carries -0.180; number 57, C, carries -0.106; number 58, H, carries 0.085; number 59, H, carries 0.086; number 60, H, carries 0.081; number 61, H, carries 0.126; number 62, H, carries 0.102; number 63, H, carries 0.127; number 64, H, carries 0.109; number 65, H, carries 0.085; number 66, H, carries 0.119; number 67, H, carries 0.117; number 68, H, carries 0.120; number 69, H, carries 0.108; number 70, H, carries 0.087; number 71, H, carries 0.072; number 72, H, carries 0.087; number 73, B, carries 0.012; number 74, C, carries -0.236; number 75, C, carries -0.246; number 76, C, carries -0.230; number 77, C, carries -0.184; number 78, C, carries -0.201; number 79, C, carries -0.271; number 80, C, carries -0.105; number 81, H, carries 0.021; number 82, H, carries 0.028; number 83, H, carries 0.104; number 84, H, carries 0.108; number 85, H, carries 0.109; number 86, H, carries 0.116; number 87, H, carries 0.120; number 88, H, carries 0.064; number 89, H, carries 0.103; number 90, H, carries 0.100; number 91, H, carries 0.104; number 92, H, carries 0.099; number 93, H, carries 0.101; number 94, H, carries 0.088; number 95, H, carries 0.067; number 96, H, carries 0.074; number 97, H, carries 0.056